Record 1
The following is a DFT calculation (ωB97M-V/def2-TZVPD) of C17H16N3O4Re as an isolated structure.

Summary:
- calculated total energy (eV) = -32669.663
- expectation value of S² = 0.7555
- molar mass (g/mol) = 512.5
- multiplicity = 2
- maximum force (hartree/bohr) = 0.0141
- net charge = +1

Last column: Mulliken charge in e.
Geometry (Å):
Re  -1.0913  0.1091  0.5116  1.07
O  1.9103  0.7752  6.7489  -0.69
C  1.3288  1.7079  6.1803  0.48
O  1.1939  2.9148  6.4036  -0.67
C  0.6292  1.2581  4.8589  0.18
C  0.6557  -0.0746  4.4698  -0.82
C  0.1232  -0.4359  3.2507  -0.34
N  -0.4232  0.4712  2.4294  -0.09
C  -0.4865  1.7643  2.8277  0.57
C  0.0112  2.1987  4.0273  -0.53
C  -1.0948  2.6585  1.8198  0.37
O  -1.3788  3.7947  1.8779  -0.43
O  -1.3340  1.9204  0.6077  -0.46
H  1.1246  -0.7776  5.1472  0.56
H  0.1283  -1.4608  2.8971  0.58
H  -0.0166  3.2322  4.3515  0.62
C  3.7645  -1.4005  -1.2870  -0.90
N  3.1173  -1.0763  -0.0064  -0.03
C  3.9765  -0.8692  1.1762  -0.84
C  1.8518  -0.8857  0.0724  0.73
N  0.7042  -0.6972  0.1584  -0.51
H  4.4177  -0.5797  -1.5788  0.34
H  3.0080  -1.5536  -2.0515  0.32
H  4.3497  -2.3103  -1.1675  0.34
H  4.6452  -0.0305  0.9904  0.34
H  4.5561  -1.7728  1.3541  0.32
H  3.3603  -0.6559  2.0460  0.28
C  -3.0024  -0.6607  0.8661  -1.17
C  -2.5234  -1.4072  -0.2889  0.60
C  -2.3589  -0.7323  -1.5300  -0.32
C  -1.5835  -1.3077  -2.5337  -0.56
C  -0.9392  -2.5225  -2.3183  -0.52
C  -1.0143  -3.1451  -1.0853  -0.67
C  -1.7317  -2.5531  -0.0523  -0.20
H  -3.1750  -1.2046  1.7881  0.33
H  -3.6971  0.1524  0.6619  0.40
H  -2.9591  0.1493  -1.7335  0.47
H  -1.5007  -0.8171  -3.4943  0.46
H  -0.3782  -2.9803  -3.1218  0.48
H  -0.4994  -4.0825  -0.9221  0.46
H  -1.8178  -3.0328  0.9160  0.44



Record 2
The following is a DFT calculation (ωB97M-V/def2-TZVPD) of a 3-piece molecular cluster, C17H35BN2O11S overall in a non-equilibrium geometry.

Summary:
- calculated total energy (eV) = -55202.955
- molar mass (g/mol) = 486.3
- multiplicity = 1
- maximum force (hartree/bohr) = 0.1446
- net charge = -2

Last column: Mulliken charge in e.
Geometry (Å):
C  6.5917  -1.2192  -2.4394  -0.73
C  7.2860  0.0142  -1.5931  -0.36
O  6.4894  1.2555  -1.7438  -0.34
C  6.0682  1.7336  -0.3944  -0.32
C  5.0793  3.0548  -0.4611  -0.37
O  4.1361  2.8489  -1.5766  -0.17
C  2.9335  3.7043  -1.4322  -0.44
C  1.6831  3.2321  -2.4368  -0.31
O  0.5483  2.8419  -1.5860  -0.20
C  -0.7485  3.2231  -2.1735  -0.78
C  -1.6078  1.8436  -2.3853  1.56
C  -0.5323  0.6382  -2.6584  -0.44
O  -0.1999  0.4027  -3.9572  -0.70
O  0.1497  -0.1823  -1.6460  -0.66
O  -2.2581  1.9675  -3.7303  -0.84
B  -3.5418  1.1829  -3.7191  1.02
O  -4.1291  1.0825  -2.3378  -0.69
C  -2.9693  1.5672  -1.5178  -0.23
S  -2.8748  0.7970  0.1862  1.27
C  -4.6849  0.5000  0.7223  -0.85
O  -2.3002  1.7842  1.2685  -0.75
O  -2.1974  -0.5969  0.2405  -0.58
H  6.8253  -2.2079  -1.8133  0.25
H  5.4134  -1.0607  -2.4733  0.24
H  7.0159  -1.2699  -3.5364  0.23
H  8.3755  0.2089  -2.0115  0.25
H  7.4035  -0.2745  -0.4597  0.30
H  7.0749  1.9812  0.1878  0.26
H  5.5702  0.8225  0.1621  0.26
H  4.4827  3.1472  0.5598  0.27
H  5.7422  4.0188  -0.5508  0.22
H  2.5262  3.5478  -0.3421  0.30
H  3.2652  4.8280  -1.6525  0.13
H  2.0736  2.2992  -3.0417  0.22
H  1.4863  4.1513  -3.1359  0.25
H  -0.6503  3.7261  -3.2506  0.30
H  -1.3205  3.9401  -1.4106  0.07
H  -4.3016  1.3994  -4.6160  -0.29
H  -3.2632  0.0327  -3.9098  -0.34
H  -3.3299  2.6780  -1.2813  0.11
H  -4.8497  0.7099  1.8619  0.25
H  -4.8955  -0.6401  0.4637  0.22
H  -5.4226  1.1153  0.0155  0.33
C  1.2094  -4.7258  1.5968  -1.13
C  2.2103  -3.6064  1.6606  0.73
O  3.3471  -3.7709  2.0987  -0.74
N  1.8284  -2.3759  1.2143  0.02
C  0.5528  -1.9773  0.6682  -0.72
H  1.6617  -5.6413  1.9876  0.30
H  0.3365  -4.4831  2.2087  0.31
H  0.9112  -4.9028  0.5600  0.31
H  2.5580  -1.6762  1.2905  0.16
H  0.7217  -1.5928  -0.3407  0.39
H  0.1516  -1.1764  1.2942  0.19
H  -0.1601  -2.8019  0.6296  0.23
C  -4.4087  -1.3019  4.6045  -1.28
C  -5.8743  -1.1174  4.3274  0.78
O  -6.4138  -0.0136  4.3736  -0.66
N  -6.6140  -2.2198  4.0164  -0.18
C  -6.1763  -3.5915  3.9107  -0.81
H  -3.9572  -0.3335  4.8367  0.27
H  -4.2704  -1.9628  5.4644  0.43
H  -3.9098  -1.7134  3.7229  0.37
H  -7.5912  -2.0128  3.8438  0.22
H  -6.3936  -3.9390  2.8977  0.27
H  -6.7512  -4.1865  4.6246  0.27
H  -5.1109  -3.7060  4.1148  0.32



Record 3
The following is a DFT calculation (ωB97M-V/def2-TZVPD) of one molecule with the formula C22H25N3O3 in a non-equilibrium geometry.

Summary:
- calculated total energy (eV) = -33832.497
- molar mass (g/mol) = 379.5
- structure (SMILES) = COCc1ccc(C(=O)N[C@@H]2CCCc3c2cnn3-c2ccc(C)c(C)c2)o1
- multiplicity = 1
- maximum force (hartree/bohr) = 0.0236

Last column: Mulliken charge in e.
Geometry (Å):
C  -1.4973  -4.7397  2.2265  -0.64
O  -1.0491  -5.9880  1.7559  -0.35
C  -0.2233  -5.8991  0.6158  -0.75
C  -0.9381  -5.3850  -0.5959  0.40
C  -1.9273  -5.9343  -1.3629  -0.52
C  -2.2310  -4.9844  -2.3604  -0.64
C  -1.4072  -3.9131  -2.1351  0.56
C  -1.2971  -2.6398  -2.8694  0.21
O  -1.9596  -2.4032  -3.8619  -0.73
N  -0.3958  -1.7826  -2.3402  -0.02
C  -0.1717  -0.4480  -2.8663  -0.25
C  1.2801  -0.2752  -3.3392  -1.06
C  2.2331  -0.0339  -2.1676  -0.95
C  1.9295  1.3049  -1.4863  -0.85
C  0.4716  1.3600  -1.2002  0.70
C  -0.4769  0.5689  -1.8174  0.11
C  -1.6896  0.9053  -1.1927  -0.83
N  -1.4978  1.8229  -0.2716  -1.16
N  -0.1874  2.1103  -0.2785  0.56
C  0.3039  3.0607  0.6270  0.30
C  1.4130  3.8479  0.3496  -0.61
C  1.8424  4.7660  1.2908  -1.24
C  1.1852  4.9332  2.5008  1.22
C  1.6754  5.9378  3.4970  -1.49
C  0.0513  4.1573  2.7677  0.99
C  -0.7006  4.3210  4.0521  -1.70
C  -0.3716  3.2302  1.8314  -0.64
O  -0.6214  -4.1558  -1.0550  -0.24
H  -0.6523  -4.0860  2.4772  0.29
H  -2.0784  -4.9416  3.1234  0.25
H  -2.1312  -4.2325  1.4906  0.26
H  0.1268  -6.9194  0.4389  0.31
H  0.6394  -5.2451  0.8165  0.34
H  -2.3768  -6.8957  -1.2236  0.53
H  -2.9543  -5.0634  -3.1449  0.54
H  0.0789  -2.0405  -1.4895  0.35
H  -0.8597  -0.3591  -3.7149  0.55
H  1.5804  -1.1666  -3.8920  0.42
H  1.3268  0.5770  -4.0196  0.36
H  3.2639  -0.0340  -2.5255  0.39
H  2.1334  -0.8424  -1.4401  0.36
H  2.5111  1.4107  -0.5669  0.51
H  2.2133  2.1184  -2.1623  0.32
H  -2.6697  0.5168  -1.3840  0.58
H  1.9248  3.7718  -0.5950  0.41
H  2.7075  5.3751  1.0708  0.31
H  0.9090  6.6866  3.6945  0.33
H  1.9157  5.4545  4.4435  0.32
H  2.5654  6.4425  3.1302  0.37
H  -0.0548  4.1143  4.9050  0.33
H  -1.5509  3.6458  4.0875  0.37
H  -1.0642  5.3429  4.1535  0.34
H  -1.2468  2.6259  2.0127  0.47



Record 4
The following is a DFT calculation (ωB97M-V/def2-TZVPD) of a 2-piece molecular cluster, C3H8BrPS overall in a non-equilibrium geometry.

Summary:
- calculated total energy (eV) = -93404.954
- molar mass (g/mol) = 187.0
- multiplicity = 1
- maximum force (hartree/bohr) = 0.0533

Last column: Mulliken charge in e.
Geometry (Å):
C  -1.3733  -1.4546  0.3190  -1.20
C  -0.3936  -0.2647  0.4009  -0.30
C  0.0902  0.2008  -0.9423  -0.49
P  0.5478  2.6793  0.6931  0.03
S  1.2998  1.5377  -0.9222  -0.11
Br  3.9518  -0.8086  0.0846  -0.12
H  -2.1472  -1.4426  1.0612  0.37
H  -2.0483  -1.2919  -0.5730  0.30
H  -0.7947  -2.3654  0.3621  0.30
H  0.4248  -0.6115  0.9805  0.26
H  -0.9418  0.5443  1.0482  0.24
H  0.4667  -0.6288  -1.5513  0.33
H  -0.8208  0.4933  -1.5348  0.36
H  1.7386  3.4128  0.5739  0.03



Record 5
The following is a DFT calculation (ωB97M-V/def2-TZVPD) of a 2-piece molecular cluster, C22H25N5O6 overall in a non-equilibrium geometry.

Summary:
- calculated total energy (eV) = -42957.863
- molar mass (g/mol) = 455.5
- structure (SMILES) = O=C1NC(=O)c2c(NCc3ccccc3O)cccc21.CNC(=O)[C@H](CC(N)=O)NC(C)=O
- multiplicity = 1
- maximum force (hartree/bohr) = 0.0641

Last column: Mulliken charge in e.
Geometry (Å):
O  -1.2645  0.6348  -2.1577  -0.69
C  -0.2683  0.3924  -1.4927  0.10
N  -0.0771  0.9464  -0.2586  0.26
C  1.2007  0.6640  0.1263  0.94
O  1.7243  1.2033  1.0862  -0.75
C  1.8161  -0.2386  -0.8217  0.29
C  3.0607  -0.8613  -0.8409  0.75
N  3.9200  -0.6342  0.2262  -0.06
C  5.2474  -1.2282  0.4348  -0.81
C  5.4697  -1.3432  1.9195  0.16
C  5.2230  -2.5612  2.5749  -0.35
C  5.4312  -2.6798  3.9527  -0.69
C  5.8782  -1.5799  4.6889  -0.55
C  6.1098  -0.3602  4.0451  -0.71
C  5.9087  -0.2389  2.6674  0.90
O  6.1352  0.9662  2.0640  -0.53
C  3.3771  -1.6794  -1.9364  -0.58
C  2.4565  -1.8653  -2.9816  -0.85
C  1.2081  -1.2297  -2.9409  -0.51
C  0.8946  -0.4139  -1.8491  -0.62
H  -0.5035  1.8228  0.0032  0.16
H  3.6068  0.0485  0.9269  0.28
H  5.3165  -2.2230  -0.0161  0.48
H  6.0207  -0.6010  -0.0224  0.29
H  4.8611  -3.4197  2.0163  0.36
H  5.2391  -3.6247  4.4529  0.36
H  6.0391  -1.6703  5.7597  0.36
H  6.4466  0.4918  4.6261  0.27
H  6.2921  1.6479  2.7363  0.31
H  4.3396  -2.1717  -1.9919  0.39
H  2.7109  -2.4993  -3.8265  0.39
H  0.4869  -1.3597  -3.7440  0.50
C  -4.6442  1.8539  -3.7394  -1.03
N  -4.1573  1.3395  -2.4619  0.23
C  -4.8549  1.3785  -1.3202  -0.02
O  -5.9856  1.8557  -1.2570  -0.70
C  -4.1948  0.7863  -0.0553  1.03
C  -4.9751  -0.4403  0.4608  -1.34
C  -5.0702  -1.5723  -0.5484  0.37
N  -5.8816  -2.5675  -0.2795  -0.36
O  -4.4143  -1.6011  -1.5721  -0.61
N  -4.1238  1.7508  1.0502  -0.10
C  -3.5193  2.9379  1.0757  0.68
C  -2.8109  3.4761  -0.1525  -0.73
O  -3.5205  3.5990  2.1015  -0.69
H  -5.0750  2.8476  -3.6000  0.34
H  -3.8228  1.9146  -4.4544  0.33
H  -5.4158  1.1882  -4.1301  0.31
H  -3.2421  0.9001  -2.4452  0.26
H  -3.1847  0.4650  -0.3131  -0.25
H  -4.4917  -0.8305  1.3559  0.55
H  -5.9886  -0.1320  0.7188  0.57
H  -5.9330  -3.2894  -0.9759  0.27
H  -6.4494  -2.5583  0.5458  0.20
H  -4.6147  1.5180  1.8973  0.28
H  -3.5556  3.8490  -0.8544  0.32
H  -2.2191  2.6991  -0.6239  -0.05
H  -2.1628  4.2971  0.1501  0.31



- Which value of maximum force does entry 2 give?
  0.1446 hartree/bohr